# C29H42BrF10I2NO15PS

3 unconnected molecules or ions with the total composition C29H42BrF10I2NO15PS (ωB97M-V/def2-TZVPD, OMol25).

Each line ends with the Löwdin charge.
CARTESIAN COORDINATES (ANGSTROEM)
H1 4.0817 -1.3342 -0.8434  0.122
C1 -2.7445 0.4457 -2.2825  -0.743
O1 2.4737 -0.2861 -0.3079  -0.024
H2 -4.4168 5.9063 3.3507  0.060
H3 -0.9379 -0.7108 -6.0790  0.083
C2 -4.3228 4.0518 2.1623  -0.746
C3 3.4979 -1.1808 0.0662  -0.152
H4 4.4751 1.4390 1.6036  0.052
H5 -4.2852 6.1090 1.6226  0.052
F1 -3.0470 1.4269 3.1061  0.110
C4 4.5675 -0.7162 1.0954  -0.330
C5 4.2774 -1.1355 2.5482  -0.158
O2 0.3235 0.1834 -0.5641  -0.034
H6 -2.4357 0.2309 -6.0183  0.091
O3 -3.6436 3.2958 -2.6175  -0.116
I1 2.6449 3.3448 -0.3254  0.856
H7 -2.9581 4.4155 0.5350  0.112
F2 -5.1787 1.3469 3.4441  0.108
O4 1.2879 -2.9223 -0.7648  0.118
H8 6.0448 0.8077 1.1838  0.076
F3 -4.7846 -2.9147 1.2489  0.213
O5 -1.6272 -1.7046 -8.2834  0.037
C6 -5.0121 -2.9816 2.5397  -0.561
H9 2.8308 -2.4463 4.1351  0.063
H10 0.0113 -1.3977 1.8170  0.133
H11 3.3223 -0.7907 2.9478  0.090
C7 1.1989 2.3139 0.8958  -0.779
C8 6.4845 -1.2584 -3.2537  -0.012
C9 1.4000 0.9067 1.4617  -0.060
H12 -4.6705 5.3227 -1.7364  0.081
H13 1.7156 -1.6413 1.9359  0.118
C10 4.4634 -2.6658 2.7336  -0.398
F4 -6.1663 -3.6634 2.6945  0.155
H14 3.2081 -2.1885 0.3686  0.100
C11 -3.9191 -1.5254 -7.6813  -0.031
H15 -3.0320 4.0371 -2.5097  0.067
F5 -2.9251 -1.2412 2.7379  0.156
H16 6.1402 -0.6295 -4.0760  0.090
H17 4.2882 -3.2316 1.8170  0.123
I2 -6.4387 4.1181 1.8349  0.986
Br1 -0.5171 2.1311 -2.3345  0.820
C12 -4.1921 0.8229 2.7223  -0.459
H18 5.0578 -0.6732 3.1635  0.115
H19 4.9158 1.0786 -0.0951  0.037
F6 -3.7100 -0.4810 4.5406  0.130
C13 -3.6421 2.3825 0.1018  -0.420
C14 0.7800 -2.8291 0.4818  -0.505
C15 5.9558 -2.8933 3.0805  -0.087
H20 -4.3486 -2.1830 -6.9247  0.084
H21 9.1146 -0.2290 -2.8998  0.083
S1 -4.5072 0.9561 0.8953  0.764
C16 -3.3343 3.5649 1.0964  -0.209
F7 -1.4048 0.3368 1.0044  0.067
H22 5.6326 -1.7971 -2.8443  0.076
O6 -2.0856 -0.1042 -3.1982  -0.092
O7 -3.9828 0.5213 -2.2437  0.007
F8 -4.0866 -3.6689 3.1937  0.189
H23 6.1725 -2.3027 3.9718  0.076
F9 -6.3520 -1.0651 2.6350  0.181
H24 0.7697 -3.6172 -1.1961  0.140
H25 3.1244 -4.1280 3.6819  0.075
C17 1.2668 -0.2526 0.3986  -0.437
H26 -2.8302 5.6436 2.4689  0.081
H27 -4.4096 -0.5521 -7.6410  0.083
O8 6.6581 -0.3831 -1.0520  0.068
O9 -5.9245 0.9970 0.7395  -0.291
O10 0.2299 -3.7592 1.0349  0.103
H28 -4.1766 3.5570 3.1162  0.054
H29 0.6271 0.7686 2.2170  0.124
C18 7.1049 -0.4053 -2.1753  -0.475
O11 -2.3473 2.1614 -0.3847  -0.177
C19 -1.8847 1.1339 -1.1957  -0.473
O12 -5.8695 2.6186 -1.7155  -0.250
H30 8.6499 0.9842 -1.6932  0.081
H31 6.1351 -3.9529 3.2729  0.077
O13 0.2004 2.9200 1.1655  -0.010
F10 -5.6123 -1.8855 4.4667  0.146
C20 -1.0245 0.0871 -0.2941  -0.513
H32 5.4491 -1.2922 0.8101  0.107
C21 0.9067 -1.4984 1.2138  0.006
H33 -2.3737 -1.3939 -5.3030  0.078
C22 -3.9147 5.5202 2.4674  -0.189
P1 -4.6069 3.2143 -1.3220  0.512
H34 -0.8809 -1.6935 -1.2316  0.099
O14 -4.8246 4.7918 -0.9485  -0.193
C23 -2.0229 -0.7720 -6.1257  -0.033
N1 -1.5438 -1.2269 -0.6277  0.180
H35 2.3608 0.8691 1.9737  0.099
H36 -1.6196 -1.7401 0.2458  0.089
H37 4.2668 -3.2878 4.7845  0.068
H38 6.6106 -2.5706 2.2691  0.073
H39 -2.4449 3.2038 1.6224  0.115
C24 4.9820 0.7442 0.9336  -0.106
C25 -4.0142 -0.6523 3.2254  -0.354
C26 8.3075 0.4217 -2.5593  -0.019
H40 7.2141 -1.9808 -3.6237  0.085
C27 3.6062 -3.1823 3.9258  -0.058
C28 -2.4354 -1.3653 -7.4429  -0.508
H41 -4.0826 -1.9634 -8.6652  0.072
H42 8.0405 1.1221 -3.3521  0.086
O15 -4.0587 -0.3224 0.4283  -0.240
C29 -5.2661 -1.5843 3.1973  -0.344

Values from the calculation:
gap between HOMO and LUMO: 7.01 eV
LUMO level: 1.76 eV
net charge: -1